DFT (ωB97M-V/def2-TZVPD) results for a molecular structure, C4H2LaLiO2.

The geometry in XYZ format:
```
10
Properties=species:S:1:pos:R:3
O 0.3886 -2.3086 -0.2130
C 0.9638 -1.5614 0.8390
C 0.1314 -1.3876 1.8888
C -1.3687 -1.5846 1.7857
C -2.4346 -0.9125 1.9417
O -3.1776 0.0408 1.8078
La 3.0780 0.3649 0.4486
H 0.9687 -2.3296 -0.9758
H 0.4967 -0.7760 2.7224
Li -1.4475 -2.7477 0.0474
```

2S+1: 2
HOMO-LUMO gap (spin up / spin down), eV: 3.876 / 4.059
E_HOMO (spin up / spin down), eV: -9.337 / -9.516
Total charge: +1
Molar mass, g/mol: 227.91
LUMO (spin up / spin down), eV: -5.5 / -5.5

DFT (ωB97M-V/def2-TZVPD) results for 2 unconnected molecules or ions with the total composition C4H13N2O.

The geometry in XYZ format:
```
20
Properties=species:S:1:pos:R:3
C 0.3348 0.7106 -0.3980
C -1.0440 0.4038 0.1997
C -1.3055 -1.0301 0.4983
C -1.3189 -1.4042 1.7973
N -1.3697 -2.7190 2.2443
N 1.0369 -0.2263 -1.2967
H 1.1233 0.9820 0.3528
H 0.4094 1.7243 -0.8097
H -1.3042 1.1214 0.9795
H -1.7515 0.6979 -0.6053
H -1.4570 -1.7730 -0.2803
H -1.0693 -0.6430 2.5321
H -1.8068 -3.3721 1.6178
H -1.3765 -2.8232 3.2285
H 0.8762 -0.0592 -2.2950
H 2.1222 -0.1593 -0.9861
H 0.7624 -1.1603 -0.9592
H 3.0741 3.4301 -2.1036
H 1.7447 3.4746 -1.6397
O 2.3194 2.8250 -2.0768
```

2S+1: 2
HOMO-LUMO gap (spin up / spin down), eV: 4.123 / 8.761
E_HOMO (spin up / spin down), eV: -3.271 / -8.158
Total charge: 0
Molar mass, g/mol: 105.16
LUMO (spin up / spin down), eV: 0.9 / 0.6

DFT (ωB97M-V/def2-TZVPD) results for 2 unconnected molecules or ions with the total composition C6H16N.

The geometry in XYZ format:
```
23
Properties=species:S:1:pos:R:3
C 1.0631 -2.1015 1.2238
C 0.9182 -0.5994 1.1562
C 1.3188 0.1153 0.0322
C -0.4141 0.0157 0.4693
C -0.8675 1.3741 1.0968
C -2.0170 2.0203 0.3398
N 0.6920 -0.7497 -3.0593
H 0.3050 -2.5114 1.8764
H 2.0327 -2.3209 1.6849
H 1.0239 -2.5700 0.2498
H 1.0490 -0.1125 2.1022
H 1.5780 -0.3264 -0.9301
H 1.5570 1.1676 0.1331
H -0.6611 0.0154 -0.5951
H -1.1731 -0.7046 0.7917
H -0.0563 2.0885 1.1667
H -1.1534 1.1652 2.1345
H -1.6815 2.3525 -0.6394
H -2.8488 1.3558 0.1539
H -2.3752 2.8991 0.8755
H 0.1756 -0.0289 -3.5562
H 0.0736 -1.5514 -3.0349
H 1.4611 -0.9930 -3.6719
```

HOMO-LUMO gap, eV: 10.045
E_HOMO, eV: -14.231
Total charge: +1
Molar mass, g/mol: 102.20
LUMO, eV: -4.2

DFT (ωB97M-V/def2-TZVPD) results for a gas-phase ion, C22H37N2O5S (charge +1).

The geometry in XYZ format:
```
67
Properties=species:S:1:pos:R:3
C -2.0158 -3.0879 4.4690
C -0.5756 -2.6044 4.3454
C 0.3291 -3.6924 3.7681
C 1.7523 -3.2172 3.5511
S 1.8666 -2.0308 2.1966
O 1.2790 -0.7574 2.5947
O 3.2165 -1.9786 1.7255
N 0.8915 -2.6960 0.9979
C 1.6068 -2.9720 -0.2332
C 0.6432 -3.4007 -1.3617
C -0.0632 -2.1987 -1.9250
C 0.4964 -1.4944 -2.9822
C -0.0444 -0.3010 -3.4243
C -1.1724 0.2251 -2.7994
O -1.7238 1.4333 -3.0677
C -1.0705 2.3080 -3.9742
C -1.6109 3.7258 -3.7900
C -0.9576 4.5428 -2.6689
C -1.3935 4.1602 -1.2503
C -0.5898 3.0155 -0.6238
C 0.7339 3.4838 -0.0151
C 1.5044 2.2962 0.5503
N 0.6901 1.5978 1.5684
C -0.6066 1.1413 1.0216
C -1.3971 2.3161 0.4709
C -1.7843 -0.5185 -1.7866
C -1.2340 -1.7088 -1.3566
C 2.3597 -1.7131 -0.6456
O 1.9667 -0.6030 -0.3648
O 3.4333 -1.9622 -1.3574
H -2.4160 -3.3618 3.4956
H -2.0706 -3.9588 5.1169
H -2.6445 -2.3097 4.8929
H -0.2061 -2.3161 5.3312
H -0.5327 -1.7225 3.7054
H 0.3456 -4.5430 4.4533
H -0.0730 -4.0392 2.8146
H 2.1594 -2.7131 4.4242
H 2.4166 -4.0223 3.2508
H 0.0783 -2.1182 0.8292
H 2.3333 -3.7614 -0.0290
H -0.0647 -4.1196 -0.9487
H 1.2299 -3.8896 -2.1392
H 1.3777 -1.8819 -3.4724
H 0.4177 0.2052 -4.2564
H -1.2627 1.9682 -5.0000
H 0.0136 2.3005 -3.8027
H -2.6863 3.6619 -3.6219
H -1.4508 4.2568 -4.7292
H 0.1286 4.4805 -2.7591
H -1.2344 5.5850 -2.8341
H -2.4452 3.8736 -1.2840
H -1.3157 5.0367 -0.6038
H -0.3662 2.2781 -1.3931
H 1.3472 3.9744 -0.7701
H 0.5396 4.2150 0.7737
H 1.7307 1.5706 -0.2315
H 2.4393 2.6187 1.0111
H 1.1709 0.7292 1.9302
H 0.5202 2.2275 2.3574
H -1.1519 0.6264 1.8142
H -0.3869 0.4311 0.2211
H -1.6390 3.0230 1.2680
H -2.3346 1.9475 0.0574
H -2.6937 -0.1385 -1.3492
H -1.7293 -2.2679 -0.5749
H 3.9256 -1.1546 -1.5807
```

HOMO-LUMO gap, eV: 9.126
E_HOMO, eV: -11.161
SMILES string: CCCCS(=O)(=O)N[C@@H](Cc1ccc(OCCCCC2CC[NH2+]CC2)cc1)C(=O)O
Total charge: +1
Molar mass, g/mol: 441.61
LUMO, eV: -2.0

DFT (ωB97M-V/def2-TZVPD) results for 2 unconnected molecules or ions with the total composition C11H15N.

The geometry in XYZ format:
```
27
Properties=species:S:1:pos:R:3
C 2.7366 -1.1070 -1.2973
C 1.9746 -0.1730 -0.4088
C 1.2457 0.9572 -0.6241
N 0.4693 1.2550 0.4700
C 0.4558 0.1420 1.3088
C -0.5069 -0.1552 2.2764
C -0.2677 -1.3199 2.9866
C 0.9490 -2.0035 2.7617
C 1.7181 -1.8438 1.6274
C 1.3985 -0.7412 0.7996
H 2.9558 -2.0654 -0.8406
H 3.7519 -0.7598 -1.4141
H 2.3241 -1.0941 -2.3034
H 1.1822 1.5273 -1.5368
H 0.0814 2.1185 0.8023
H -1.3368 0.4898 2.5081
H -0.8579 -1.6844 3.8099
H 1.2656 -2.7427 3.4868
H 2.7182 -2.2515 1.7272
C -2.4767 1.4609 -1.2808
C -3.0514 1.4287 -2.7273
H -1.7331 0.6798 -1.1916
H -2.0468 2.4326 -1.0581
H -3.3098 1.2255 -0.6221
H -2.9115 2.3998 -3.1949
H -4.1144 1.2041 -2.7586
H -2.6137 0.6203 -3.3060
```

HOMO-LUMO gap, eV: 8.724
E_HOMO, eV: -7.819
SMILES string: Cc1c[nH]c2ccccc12.CC
Total charge: 0
Molar mass, g/mol: 161.25
LUMO, eV: 0.9

DFT (ωB97M-V/def2-TZVPD) results for 14 unconnected molecules or ions with the total composition C28H84O14.

The geometry in XYZ format:
```
126
Properties=species:S:1:pos:R:3
C -3.8266 2.2341 3.4557
C -3.7994 1.3351 2.1763
O -4.1629 0.0217 2.6323
H -3.7376 3.2939 3.2168
H -3.0343 1.9566 4.1509
H -4.7601 2.1524 4.0124
H -2.9711 1.4314 1.4743
H -4.6131 1.6003 1.5013
H -3.3878 -0.3735 3.0382
C -1.1297 3.9699 2.1170
C -0.4294 5.2245 1.8241
O 0.7300 5.2572 2.7460
H -1.3437 3.8488 3.1789
H -0.5878 3.1105 1.7222
H -2.0888 3.9283 1.6009
H -1.1118 6.0401 2.0632
H -0.2215 5.3952 0.7678
H 0.3606 5.1517 3.6258
C 1.3445 -3.6829 -2.3177
C 0.9301 -3.2213 -3.8124
O -0.2930 -3.8539 -4.3645
H 1.8058 -4.6704 -2.3060
H 0.3694 -3.8631 -1.8653
H 1.9120 -2.9238 -1.7794
H 1.7220 -3.2876 -4.5583
H 0.7269 -2.1542 -3.7221
H -0.3732 -3.7730 -5.3177
C 1.7063 0.2759 3.7885
C 0.7788 1.3197 4.6123
O -0.5710 0.8462 4.5946
H 2.6390 0.7871 3.5501
H 1.1187 0.0929 2.8888
H 1.7532 -0.7738 4.0783
H 0.9545 2.3019 4.1736
H 1.1552 1.4829 5.6221
H -1.1100 1.5327 4.9942
C 0.5757 4.3364 -1.6581
C 0.9189 3.4617 -2.9291
O 0.4131 2.1391 -2.8174
H 1.2755 5.1546 -1.4879
H 0.5924 3.6674 -0.7977
H -0.4089 4.8015 -1.7073
H 1.9842 3.3838 -3.1461
H 0.4067 3.8236 -3.8207
H 0.4222 1.6477 -3.6421
C -3.6294 3.5966 -1.3665
C -3.3254 5.1010 -1.6305
O -4.2882 5.7433 -2.5215
H -2.9695 3.0692 -0.6778
H -3.7664 3.0510 -2.3001
H -4.5297 3.5230 -0.7565
H -2.3949 5.2461 -2.1792
H -3.1838 5.6901 -0.7244
H -5.1155 5.2695 -2.4086
C 4.1320 -2.1416 1.2583
C 5.3808 -2.6560 0.4958
O 4.9429 -3.2903 -0.6486
H 3.4329 -1.5432 0.6741
H 4.4197 -1.5196 2.1059
H 3.6143 -3.0316 1.6159
H 6.1431 -3.1722 1.0794
H 5.9085 -1.7341 0.2513
H 5.1137 -2.6814 -1.3709
C 4.1845 0.2410 -2.4626
C 4.9410 -0.6424 -3.5011
O 5.2751 -1.8221 -2.8487
H 3.9404 1.1372 -3.0330
H 4.7685 0.6485 -1.6374
H 3.2917 -0.2694 -2.1014
H 5.7815 -0.1033 -3.9381
H 4.3653 -1.0530 -4.3306
H 5.8978 -2.3550 -3.3486
C -2.0420 -0.6976 -4.1107
C -2.2585 -0.9946 -5.5930
O -1.0482 -1.4459 -6.1508
H -2.9604 -0.1892 -3.8170
H -1.1402 -0.1783 -3.7864
H -2.1193 -1.6503 -3.5867
H -2.6856 -0.1742 -6.1698
H -2.8785 -1.8902 -5.6320
H -1.2837 -1.7887 -7.0160
C -2.9718 -3.7369 3.4259
C -1.8284 -2.8274 3.8348
O -1.8250 -1.7568 2.9753
H -3.0536 -4.6245 4.0532
H -2.9227 -4.0515 2.3835
H -3.8864 -3.1512 3.5186
H -0.8800 -3.3540 3.7291
H -1.8764 -2.5543 4.8890
H -1.4360 -0.9669 3.3578
C -3.7161 -2.9056 -0.5183
C -3.8030 -1.3745 -0.1537
O -3.6970 -0.4674 -1.2196
H -3.9773 -3.5921 0.2871
H -2.6903 -3.0521 -0.8566
H -4.4054 -3.3141 -1.2573
H -3.0416 -1.2345 0.6136
H -4.7758 -1.2882 0.3304
H -2.8283 -0.0761 -1.1015
C 3.0088 2.8630 1.1548
C 4.2881 2.1000 1.5296
O 5.4768 2.9699 1.2918
H 2.9570 3.1026 0.0927
H 2.9240 3.7961 1.7118
H 2.1053 2.2719 1.3047
H 4.3982 1.1205 1.0642
H 4.3666 1.8186 2.5797
H 5.7975 2.7545 0.4130
C 0.8653 -5.6193 2.2248
C 0.2406 -4.9284 1.0062
O -0.5653 -5.8644 0.4385
H 1.2901 -6.5953 1.9898
H 0.0704 -5.8342 2.9389
H 1.5854 -5.0605 2.8226
H 0.9895 -4.6467 0.2660
H -0.3426 -4.0458 1.2688
H -1.1087 -5.5641 -0.2938
C 0.3401 -0.8009 -0.1214
C -0.4275 0.4851 0.2572
O -1.2880 0.8493 -0.8008
H 0.7574 -0.6342 -1.1144
H -0.2976 -1.6751 -0.2523
H 1.1612 -1.1547 0.5020
H 0.3114 1.2723 0.4076
H -1.0937 0.3598 1.1108
H -0.7435 1.2661 -1.4727
```

HOMO-LUMO gap, eV: 9.410
E_HOMO, eV: -9.178
Total charge: 0
Molar mass, g/mol: 644.97
LUMO, eV: 0.2

DFT (ωB97M-V/def2-TZVPD) results for a gas-phase ion, C5H8NOS (charge +1).

The geometry in XYZ format:
```
16
Properties=species:S:1:pos:R:3
C -0.9849 2.6069 -0.8909
C -0.5085 0.4932 -0.3565
C 1.7985 -0.5325 -0.0730
C -0.2702 -1.5789 0.8969
C 0.1988 -0.7279 -0.1922
N -0.2562 1.6468 -1.0725
O -2.1499 2.1745 0.1523
S -1.9636 0.6729 0.4945
H -1.2064 3.5803 -1.0902
H 2.3263 -1.4603 -0.4284
H 1.9769 -0.4804 0.9318
H 2.1015 0.2934 -0.7864
H 0.0754 -1.1795 1.8326
H -0.0032 -2.6821 0.7749
H -1.3527 -1.5298 0.9431
H 0.2182 -1.2967 -1.1359
```

HOMO-LUMO gap, eV: 9.059
E_HOMO, eV: -15.123
Total charge: +1
Molar mass, g/mol: 130.19
LUMO, eV: -6.1

DFT (ωB97M-V/def2-TZVPD) results for a molecular structure, C9H13FeNO2.

The geometry in XYZ format:
```
26
Properties=species:S:1:pos:R:3
C 1.5707 2.0221 -0.8232
C 0.9410 1.5028 -1.9892
C 1.2640 0.1212 -2.0925
C 2.0970 -0.2266 -0.9806
C 2.2881 0.9566 -0.1886
Fe 0.1550 0.3642 0.1031
N -0.1193 1.3423 1.4085
C -2.0720 1.4006 0.4195
C -1.9067 1.2438 -0.9593
H 0.9750 -0.5498 -2.9038
H 0.3671 2.0806 -2.7156
H 2.5824 -1.1882 -0.8189
H 2.9587 1.0482 0.6610
H 1.5846 3.0683 -0.5205
H -1.7059 2.1126 -1.5896
H -2.1238 2.4025 0.8425
H -0.1350 1.4062 2.4382
H -2.1923 0.3063 -1.4497
H -2.5675 0.5986 0.9740
C -0.4285 -3.4898 1.6160
C -0.7376 -2.0589 1.2547
O -1.7537 -1.5124 1.7092
O 0.1297 -1.4509 0.4528
H -1.2612 -4.0929 1.2580
H -0.4268 -3.5763 2.7035
H 0.5170 -3.8312 1.1907
```

2S+1: 6
HOMO-LUMO gap (spin up / spin down), eV: 6.520 / 7.208
E_HOMO (spin up / spin down), eV: -2.782 / -3.486
Total charge: -1
Molar mass, g/mol: 223.05
LUMO (spin up / spin down), eV: 3.7 / 3.7